1.
{
  "formula": "C3H3I3",
  "method": "ωB97M-V with the def2-TZVPD basis set",
  "orbital_gap_ev": [6.2, 7.2],
  "lumo_ev": [-1.44, -1.19],
  "de_lowest_kcal_mol": 147.25,
  "homo_energy_ha": [-0.2809, -0.3091],
  "largest_force_ev_per_a": 2.96,
  "symbols": ["C", "C", "C", "I", "I", "I", "H", "H", "H"],
  "positions_angstrom": [[1.47870, -0.30164, 0.39163], [3.34565, 0.92213, -0.92670], [0.02279, -0.19778, 0.61862], [2.34162, -2.23296, 0.59976], [5.08240, -0.20255, -1.02964], [2.70816, 1.44591, 1.19015], [-0.60468, -0.53500, -0.17830], [-0.04451, 0.92014, 0.76790], [-0.37892, -0.74523, 1.56671]],
  "forces_ev_per_a": [[2.31, -0.37, -0.35], [-1.12, -0.07, -0.56], [-0.27, 1.51, 2.53], [-0.35, 0.69, 0.19], [0.20, -0.10, 0.21], [-0.62, -1.32, 0.39], [-0.06, -0.18, -0.87], [-1.01, -1.18, -0.17], [0.93, 1.01, -1.38]],
  "mulliken_charge": [-0.088, -0.223, -0.911, 0.079, 0.083, 0.208, 0.309, 0.255, 0.287]
}

***

2.
{
  "formula": "C2H5FN2",
  "method": "ωB97M-V with the def2-TZVPD basis set",
  "orbital_gap_ev": 11.0,
  "lumo_ev": 0.75,
  "smiles": "CC/N=N\\F",
  "de_lowest_kcal_mol": 66.15,
  "homo_energy_ha": -0.3759,
  "largest_force_ev_per_a": 3.28,
  "symbols": ["C", "C", "N", "N", "F", "H", "H", "H", "H", "H"],
  "positions_angstrom": [[-0.73522, 0.59467, 0.01184], [-0.29084, -0.84509, 0.04197], [1.05207, -0.93252, -0.25346], [2.02275, -0.26495, -0.23814], [1.89337, 1.18228, 0.13712], [-0.44051, 1.03493, 0.87476], [-0.39542, 1.27818, -0.75449], [-1.74668, 0.78016, -0.11710], [-0.81901, -1.45546, -0.68072], [-0.54052, -1.37220, 0.97821]],
  "forces_ev_per_a": [[-0.32, -0.03, -1.50], [-2.35, 1.01, -0.34], [3.16, -0.90, 0.10], [0.17, -1.40, -0.69], [-0.63, 0.65, 0.47], [0.80, 1.48, 2.75], [1.04, -0.66, -0.59], [-2.45, -0.51, 0.28], [0.01, -0.09, -0.44], [0.56, 0.45, -0.03]],
  "mulliken_charge": [-1.238, -0.089, 0.062, -0.060, -0.298, 0.372, 0.380, 0.406, 0.232, 0.233]
}

***

3.
{
  "formula": "C19H25N3O3S",
  "method": "ωB97M-V with the def2-TZVPD basis set",
  "orbital_gap_ev": 9.1,
  "lumo_ev": 0.57,
  "smiles": "CCC(C)(C)NC(=O)c1cc(S(=O)(=O)N2CCc3ccccc32)cn1C",
  "de_lowest_kcal_mol": 44.66,
  "homo_energy_ha": -0.3145,
  "largest_force_ev_per_a": 1.37,
  "symbols": ["C", "H", "H", "C", "H", "H", "C", "N", "C", "O", "C", "C", "C", "C", "N", "C", "H", "H", "H", "H", "S", "O", "O", "N", "C", "C", "C", "C", "C", "C", "C", "H", "H", "C", "H", "H", "H", "H", "H", "H", "H", "H", "C", "H", "H", "H", "C", "H", "H", "H", "H"],
  "positions_angstrom": [[3.95905, -1.50115, 1.31736], [4.90485, -1.13526, 0.92785], [3.21823, -0.70948, 1.22756], [3.51696, -2.76280, 0.58261], [4.33086, -3.48921, 0.60328], [2.66934, -3.20810, 1.11067], [3.10695, -2.54352, -0.88211], [1.90060, -1.71626, -0.88205], [1.22377, -1.32369, -1.97967], [1.59204, -1.55200, -3.12252], [-0.01774, -0.58098, -1.66370], [-0.71517, -0.53422, -0.46777], [-1.84119, 0.27206, -0.67933], [-1.79623, 0.70054, -1.98591], [-0.70637, 0.17276, -2.57772], [-0.34245, 0.42289, -3.94852], [-1.21411, 0.29239, -4.58917], [0.43576, -0.27987, -4.24042], [0.02998, 1.44332, -4.06299], [-2.48968, 1.32670, -2.51056], [-3.01528, 0.77680, 0.54254], [-3.34895, -0.32373, 1.39040], [-4.06378, 1.50775, -0.10154], [-2.12765, 1.88399, 1.45488], [-0.96390, 1.38715, 2.04920], [-0.86718, 0.31870, 2.92068], [0.39135, -0.00826, 3.40795], [1.51431, 0.71195, 3.03454], [1.40873, 1.77752, 2.14754], [0.16490, 2.11097, 1.65907], [-0.24321, 3.18054, 0.68617], [0.13532, 4.16264, 0.96749], [0.12973, 2.94691, -0.31509], [-1.78094, 3.12264, 0.76015], [-2.26832, 3.12786, -0.21448], [-2.17620, 3.95636, 1.34772], [2.28526, 2.33365, 1.84904], [2.47991, 0.44877, 3.43927], [0.49320, -0.83524, 4.09488], [-1.74700, -0.24032, 3.19219], [-0.49364, -1.03457, 0.45311], [1.50446, -1.50106, 0.01749], [2.78533, -3.89741, -1.52592], [3.67519, -4.51973, -1.55750], [2.01388, -4.41467, -0.95951], [2.42996, -3.74350, -2.54058], [4.20965, -1.84217, -1.67879], [4.36018, -0.82912, -1.31626], [5.14099, -2.39485, -1.59159], [3.92392, -1.79223, -2.72514], [4.09377, -1.72212, 2.37377]],
  "forces_ev_per_a": [[-0.03, -0.21, -0.06], [0.08, 0.10, -0.02], [-0.02, 0.13, 0.04], [-0.03, 0.28, -0.10], [-0.06, -0.09, -0.05], [-0.02, -0.12, -0.01], [0.21, -0.37, -0.23], [0.00, -0.02, 0.32], [-0.03, 0.06, 0.21], [0.09, -0.08, -0.17], [-0.25, -0.10, 0.56], [0.32, -0.17, -0.26], [-0.54, 0.25, 0.33], [-0.31, 0.11, 0.12], [-0.17, -0.03, 0.31], [0.25, 0.16, -0.74], [0.00, 0.00, 0.05], [-0.18, 0.14, 0.02], [-0.02, -0.05, 0.02], [-0.11, 0.13, -0.18], [0.21, 0.08, -0.36], [0.37, -0.02, 0.06], [0.22, 0.16, -0.11], [-1.12, -0.68, -0.39], [0.98, -0.21, 0.51], [-0.01, 0.03, 0.04], [-0.03, -0.09, 0.00], [0.14, 0.02, -0.01], [-0.03, -0.06, 0.06], [-0.35, -0.06, 0.03], [0.02, -0.04, -0.09], [-0.02, 0.01, -0.05], [-0.01, 0.03, 0.01], [-0.07, 0.70, -0.29], [0.08, 0.19, 0.05], [0.03, -0.06, -0.13], [0.10, 0.06, -0.02], [0.08, -0.04, 0.04], [0.00, -0.07, 0.07], [-0.06, -0.05, 0.10], [0.14, -0.17, 0.15], [-0.03, 0.12, -0.04], [0.01, 0.20, 0.04], [0.13, -0.10, 0.01], [-0.07, -0.07, 0.08], [-0.01, -0.05, -0.08], [-0.16, -0.07, 0.05], [0.07, 0.11, 0.04], [0.16, -0.07, 0.04], [0.05, 0.02, -0.05], [0.02, 0.06, 0.11]],
  "mulliken_charge": [-1.048, 0.330, 0.199, -1.074, 0.464, 0.396, 1.461, 0.014, 0.344, -0.750, -0.212, 0.068, -0.386, -0.750, 0.250, -0.970, 0.363, 0.297, 0.321, 0.548, 1.142, -0.656, -0.676, -0.049, -0.616, -0.523, -0.680, -0.483, -0.657, 1.360, -0.809, 0.412, 0.239, -0.720, 0.309, 0.463, 0.468, 0.496, 0.415, 0.526, 0.799, 0.140, -1.841, 0.453, 0.399, 0.401, -1.894, 0.459, 0.405, 0.455, 0.399]
}

***

4.
{
  "formula": "C4H8N2O",
  "method": "ωB97M-V with the def2-TZVPD basis set",
  "orbital_gap_ev": 9.4,
  "lumo_ev": 0.06,
  "smiles": "CC(=O)C#N.CN",
  "de_lowest_kcal_mol": 47.96,
  "homo_energy_ha": -0.3443,
  "largest_force_ev_per_a": 1.11,
  "symbols": ["C", "N", "C", "N", "C", "O", "C", "H", "H", "H", "H", "H", "H", "H", "H"],
  "positions_angstrom": [[-2.53718, 0.30353, 0.21886], [-1.47773, -0.53085, -0.33334], [0.98185, -0.51840, 1.07665], [0.60425, -0.58186, 2.16872], [1.57804, -0.42615, -0.28521], [1.30605, -1.23483, -1.13400], [2.57098, 0.69077, -0.43576], [-2.69370, 1.16507, -0.43779], [-2.21272, 0.68330, 1.19351], [-3.50699, -0.20044, 0.35355], [-1.72404, -0.86529, -1.25949], [-1.35371, -1.35691, 0.24443], [3.43081, 0.48010, 0.21102], [2.89666, 0.75194, -1.47508], [2.13741, 1.64002, -0.10604]],
  "forces_ev_per_a": [[-0.17, 0.18, 0.10], [-0.13, -0.19, -0.09], [-0.35, -0.10, 1.01], [0.40, 0.06, -1.04], [0.07, -0.27, -0.34], [0.18, 0.32, 0.44], [0.01, 0.03, -0.08], [0.01, -0.09, 0.11], [-0.09, -0.04, -0.13], [0.16, 0.07, -0.02], [0.04, 0.05, 0.08], [0.02, 0.08, -0.09], [-0.12, 0.04, -0.06], [-0.06, -0.01, 0.14], [0.02, -0.14, -0.04]],
  "mulliken_charge": [-0.831, -0.454, 0.131, -0.385, 0.841, -0.482, -1.047, 0.289, 0.278, 0.268, 0.190, 0.249, 0.324, 0.306, 0.322]
}

***

5.
{
  "formula": "C17H16BF4IrN2O2S",
  "method": "ωB97M-V with the def2-TZVPD basis set",
  "orbital_gap_ev": 8.7,
  "lumo_ev": -0.01,
  "de_lowest_kcal_mol": 0.00,
  "homo_energy_ha": -0.3215,
  "largest_force_ev_per_a": 0.33,
  "symbols": ["Ir", "C", "C", "C", "C", "C", "H", "H", "H", "H", "H", "C", "C", "C", "C", "C", "C", "C", "S", "O", "O", "N", "C", "C", "C", "C", "C", "N", "H", "H", "H", "H", "H", "H", "H", "H", "H", "H", "H", "F", "B", "F", "F", "F"],
  "positions_angstrom": [[0.24393, 1.33168, 1.54048], [0.43595, 3.02561, 2.77074], [1.59944, 2.92504, 1.93885], [2.25626, 1.69453, 2.23079], [1.51307, 1.04057, 3.28084], [0.41351, 1.85569, 3.62359], [-0.26670, 3.84179, 2.78450], [1.87778, 3.61167, 1.15473], [3.14441, 1.31886, 1.75191], [1.71239, 0.05186, 3.66467], [-0.34961, 1.60902, 4.34324], [1.58040, -4.04169, -2.61204], [1.31560, -2.56840, -2.48421], [0.24566, -1.96954, -3.13818], [-0.02225, -0.61697, -2.98067], [0.79915, 0.14124, -2.16361], [1.89121, -0.43091, -1.52083], [2.14104, -1.77783, -1.68431], [0.38837, 1.81583, -1.81961], [-0.53841, 2.26379, -2.82153], [1.59637, 2.54099, -1.54963], [-0.40539, 1.76456, -0.39434], [-1.68987, 1.32886, -0.20895], [-2.76175, 1.12181, -1.07515], [-3.92635, 0.64081, -0.51348], [-4.01467, 0.36139, 0.85325], [-2.90996, 0.58043, 1.64370], [-1.79352, 1.07769, 1.11146], [0.86299, -4.51789, -3.27861], [1.51324, -4.52425, -1.63572], [2.58305, -4.22562, -3.00139], [-0.39635, -2.57004, -3.77090], [-0.85724, -0.15027, -3.48531], [2.52253, 0.17666, -0.88635], [2.97533, -2.23290, -1.16419], [-2.66413, 1.34110, -2.12737], [-4.78647, 0.46869, -1.14767], [-4.92157, -0.03080, 1.28798], [-2.88631, 0.35209, 2.70022], [-0.06547, -2.93333, 1.15125], [0.32236, -1.79991, 1.80277], [1.66803, -1.76601, 2.13038], [-0.47875, -1.46308, 2.88515], [0.13273, -0.66282, 0.81350]],
  "forces_ev_per_a": [[-0.32, 0.05, 0.09], [0.06, 0.02, 0.03], [0.08, -0.03, 0.01], [-0.05, -0.01, -0.07], [0.03, -0.02, 0.02], [0.05, 0.02, 0.02], [0.01, 0.01, 0.00], [-0.02, -0.01, -0.02], [0.00, -0.01, 0.01], [-0.01, 0.05, -0.01], [0.01, 0.00, 0.01], [0.01, 0.00, 0.00], [0.00, -0.01, 0.00], [-0.01, 0.02, 0.01], [-0.03, -0.02, 0.02], [0.07, 0.01, 0.06], [0.00, 0.00, -0.02], [0.00, -0.01, 0.01], [-0.02, 0.03, 0.03], [0.01, 0.03, -0.02], [-0.01, -0.03, -0.01], [0.04, 0.01, 0.03], [0.05, 0.00, -0.07], [-0.06, -0.01, -0.02], [0.02, 0.00, 0.01], [0.00, -0.01, 0.01], [-0.01, -0.02, -0.01], [-0.01, 0.01, -0.04], [0.00, 0.00, 0.00], [-0.01, 0.01, 0.00], [0.00, 0.00, 0.00], [0.00, 0.00, 0.00], [0.01, 0.00, -0.01], [0.00, 0.02, -0.02], [0.00, 0.00, -0.01], [0.01, 0.00, 0.02], [0.00, 0.00, 0.00], [0.00, 0.00, 0.00], [0.00, 0.01, 0.00], [0.02, 0.02, 0.03], [0.04, 0.06, -0.04], [0.02, -0.05, 0.02], [-0.03, -0.05, 0.05], [0.06, -0.06, -0.11]],
  "mulliken_charge": [1.054, -0.542, -0.460, -0.304, -0.472, -0.431, 0.454, 0.389, 0.485, 0.528, 0.491, -1.465, 0.883, -0.654, -0.546, 0.225, -0.574, -0.455, 1.093, -0.706, -0.715, -0.324, 0.810, -0.839, -0.299, -0.913, -0.029, -0.110, 0.362, 0.301, 0.346, 0.331, 0.450, 0.419, 0.392, 0.533, 0.409, 0.407, 0.434, -0.299, 0.033, -0.368, -0.374, 0.051]
}

***

6.
{
  "formula": "C4H6NO",
  "method": "ωB97M-V with the def2-TZVPD basis set",
  "orbital_gap_ev": 9.3,
  "lumo_ev": -5.54,
  "de_lowest_kcal_mol": 132.64,
  "homo_energy_ha": -0.5456,
  "largest_force_ev_per_a": 4.00,
  "charge": 1,
  "symbols": ["C", "C", "C", "C", "N", "O", "H", "H", "H", "H", "H", "H"],
  "positions_angstrom": [[1.35239, 1.70342, -0.34610], [0.26253, 1.84111, -1.12006], [0.89777, 0.44985, 0.31412], [-1.03631, -1.82429, 0.53997], [-0.20364, 0.25750, -0.25724], [-1.20573, -0.61744, -0.27015], [2.23598, 2.41120, -0.15604], [-0.37232, 2.20146, -1.87851], [1.19729, -0.06820, 1.23271], [-0.06894, -2.01698, 0.36691], [-1.63554, -2.57479, 0.04836], [-1.42347, -1.76283, 1.52603]],
  "forces_ev_per_a": [[-0.51, 1.65, -0.70], [1.35, -2.27, 2.05], [0.88, -0.91, 2.80], [-2.58, 0.66, -1.09], [-1.20, 1.42, -2.51], [-0.20, 1.01, 0.21], [-1.50, -1.39, -0.48], [-0.45, 0.63, -0.69], [0.47, 0.03, -0.55], [3.70, -1.47, 0.38], [-0.18, -0.04, -0.44], [0.20, 0.67, 1.03]],
  "mulliken_charge": [-0.571, -0.102, 0.268, -0.665, 0.119, -0.248, 0.361, 0.432, 0.441, 0.393, 0.290, 0.282]
}

***

What did the second record say?
{
  "formula": "C2H5FN2",
  "method": "ωB97M-V with the def2-TZVPD basis set",
  "orbital_gap_ev": 11.0,
  "lumo_ev": 0.75,
  "smiles": "CC/N=N\\F",
  "de_lowest_kcal_mol": 66.15,
  "homo_energy_ha": -0.3759,
  "largest_force_ev_per_a": 3.28,
  "symbols": ["C", "C", "N", "N", "F", "H", "H", "H", "H", "H"],
  "positions_angstrom": [[-0.73522, 0.59467, 0.01184], [-0.29084, -0.84509, 0.04197], [1.05207, -0.93252, -0.25346], [2.02275, -0.26495, -0.23814], [1.89337, 1.18228, 0.13712], [-0.44051, 1.03493, 0.87476], [-0.39542, 1.27818, -0.75449], [-1.74668, 0.78016, -0.11710], [-0.81901, -1.45546, -0.68072], [-0.54052, -1.37220, 0.97821]],
  "forces_ev_per_a": [[-0.32, -0.03, -1.50], [-2.35, 1.01, -0.34], [3.16, -0.90, 0.10], [0.17, -1.40, -0.69], [-0.63, 0.65, 0.47], [0.80, 1.48, 2.75], [1.04, -0.66, -0.59], [-2.45, -0.51, 0.28], [0.01, -0.09, -0.44], [0.56, 0.45, -0.03]],
  "mulliken_charge": [-1.238, -0.089, 0.062, -0.060, -0.298, 0.372, 0.380, 0.406, 0.232, 0.233]
}